Molecular formula: C4H10O3
Method: DFT, wB97M-V/def2-TZVPD

Each line ends with the Löwdin charge.
Cartesian coordinates (Å):
C: -0.248 1.823 -1.972  -0.10
O: -0.700 1.030 -0.900  -0.21
C: 0.284 0.588 0.025  -0.16
C: -0.443 -0.453 0.878  -0.35
O: -1.079 -1.349 -0.017  -0.03
C: 0.450 -1.320 1.761  -0.22
O: 1.340 -2.091 0.988  -0.06
H: -1.133 2.183 -2.505  0.09
H: 0.372 1.245 -2.673  0.09
H: 0.320 2.694 -1.617  0.09
H: 1.133 0.096 -0.472  0.14
H: 0.661 1.438 0.614  0.14
H: -1.190 0.054 1.510  0.15
H: -1.395 -0.774 -0.735  0.09
H: -0.207 -1.964 2.368  0.12
H: 1.048 -0.713 2.449  0.13
H: 0.786 -2.487 0.298  0.09

Properties
strongest force on any atom = 0.0068 Eh/bohr
frontier orbital gap = 11.1 eV
molar mass = 106.121 u
SMILES = COC[C@@H](O)CO
relative energy (zero: lowest compared OMol25 entry of this formula, charge and spin) = 1.449 eV
E_HOMO = -10.180 eV
electronic energy = -10451.794 eV

---

Molecular formula: C4H10O3
Method: DFT, wB97M-V/def2-TZVPD

Each line ends with the Löwdin charge.
Cartesian coordinates (Å):
O: 3.239 0.509 0.455  0.03
C: 2.136 0.518 1.010  -0.23
C: 1.356 -0.755 0.739  -0.13
C: -0.004 -0.403 0.172  -0.32
C: -0.888 -1.423 -0.670  -0.02
O: 0.115 0.973 -0.494  -0.13
H: 1.595 1.397 1.469  0.14
H: 1.905 -1.258 0.066  0.07
H: 1.235 -1.291 1.786  0.17
H: -0.716 0.040 1.000  0.16
H: -0.559 -1.509 -1.653  0.05
H: -0.939 -2.445 -0.142  0.12
H: -1.835 -1.000 -0.642  0.04
H: 0.105 0.931 -1.465  0.10
H: -2.806 2.151 -1.109  0.06
H: -1.493 1.740 -0.288  -0.03
O: -2.447 1.828 -0.236  -0.09

Properties
strongest force on any atom = 0.1056 Eh/bohr
frontier orbital gap = 10.4 eV
molar mass = 106.121 u
SMILES = C[C@H](O)CC=O.O
relative energy (zero: lowest compared OMol25 entry of this formula, charge and spin) = 2.424 eV
E_HOMO = -9.785 eV
electronic energy = -10450.819 eV

---

Molecular formula: C4H10O3
Method: DFT, wB97M-V/def2-TZVPD

Each line ends with the Löwdin charge.
Cartesian coordinates (Å):
C: 0.875 1.675 1.258  -0.04
C: 1.531 0.517 1.281  -0.20
C: 0.932 -0.852 1.296  -0.08
C: -0.386 -0.990 1.030  -0.23
O: -1.087 -2.015 0.476  -0.02
H: 1.439 2.562 0.981  0.06
H: -0.204 1.723 1.313  0.05
H: 2.597 0.568 1.487  0.09
H: 1.641 -1.656 1.163  0.10
H: -1.041 -0.363 1.663  0.13
H: -1.298 -1.800 -0.458  0.05
H: -1.108 -0.443 -2.282  0.02
H: -2.631 -0.533 -2.141  0.06
O: -1.831 -1.040 -1.998  -0.05
H: -0.290 1.159 -1.163  0.03
H: 0.836 0.508 -1.852  0.06
O: 0.025 0.979 -2.053  -0.04

Properties
strongest force on any atom = 0.0420 Eh/bohr
frontier orbital gap = 8.8 eV
molar mass = 106.121 u
SMILES = C=C/C=C/O.O.O
relative energy (zero: lowest compared OMol25 entry of this formula, charge and spin) = 2.788 eV
E_HOMO = -8.473 eV
electronic energy = -10450.456 eV

---

Molecular formula: C4H10O3
Method: DFT, wB97M-V/def2-TZVPD

Each line ends with the Löwdin charge.
Cartesian coordinates (Å):
C: 2.384 0.491 0.926  0.00
C: 1.333 0.897 1.586  -0.20
C: -0.109 0.786 1.268  -0.10
C: -0.718 -0.399 0.990  -0.21
O: -1.991 -0.312 0.570  -0.03
H: 3.358 0.785 1.236  0.05
H: 2.579 -0.167 0.165  0.03
H: 1.537 1.577 2.404  0.09
H: -0.666 1.784 1.143  0.15
H: -0.409 -1.333 1.279  0.10
H: -2.327 -1.004 -0.059  0.10
H: -0.869 -1.755 -2.201  0.05
H: -2.090 -1.118 -2.746  0.09
O: -1.843 -1.828 -2.063  -0.10
H: 0.599 0.613 -1.167  -0.03
H: -0.805 0.573 -1.472  0.01
O: 0.038 0.410 -1.859  -0.01

Properties
strongest force on any atom = 0.0794 Eh/bohr
frontier orbital gap = 9.4 eV
molar mass = 106.121 u
SMILES = C=C/C=C/O.O.O
relative energy (zero: lowest compared OMol25 entry of this formula, charge and spin) = 2.781 eV
E_HOMO = -8.698 eV
electronic energy = -10450.463 eV

---

Molecular formula: C4H10O3
Method: DFT, wB97M-V/def2-TZVPD

Each line ends with the Löwdin charge.
Cartesian coordinates (Å):
C: 2.718 0.307 -0.359  -0.11
O: 1.490 0.243 0.324  -0.19
C: 0.416 -0.126 -0.510  -0.20
C: -0.796 -0.318 0.380  -0.33
O: -1.064 0.872 1.101  -0.03
C: -2.061 -0.680 -0.444  -0.21
O: -3.042 0.322 -0.409  -0.06
H: 3.486 0.552 0.376  0.09
H: 2.708 1.075 -1.146  0.09
H: 2.961 -0.661 -0.823  0.09
H: 0.217 0.659 -1.261  0.15
H: 0.639 -1.064 -1.044  0.14
H: -0.565 -1.126 1.090  0.15
H: -0.205 1.240 1.352  0.10
H: -2.471 -1.632 -0.077  0.12
H: -1.776 -0.844 -1.495  0.12
H: -2.778 0.935 0.294  0.07

Properties
strongest force on any atom = 0.0078 Eh/bohr
frontier orbital gap = 10.7 eV
molar mass = 106.121 u
SMILES = COC[C@@H](O)CO
relative energy (zero: lowest compared OMol25 entry of this formula, charge and spin) = 1.607 eV
E_HOMO = -9.863 eV
electronic energy = -10451.637 eV

---

Molecular formula: C4H10O3
Method: DFT, wB97M-V/def2-TZVPD

Each line ends with the Löwdin charge.
Cartesian coordinates (Å):
C: 0.578 -0.509 -0.074  -0.28
O: 0.587 -1.866 0.296  -0.06
C: -0.823 0.075 -0.378  -0.17
C: -1.274 1.167 0.623  -0.18
C: -2.687 1.599 0.442  -0.28
O: -3.280 1.535 -0.600  0.06
H: 1.160 -0.352 -0.978  0.11
H: 1.039 0.105 0.710  0.11
H: 0.347 -1.934 1.226  0.09
H: -1.545 -0.735 -0.454  0.12
H: -0.793 0.686 -1.287  0.11
H: -0.979 0.821 1.625  0.11
H: -0.583 2.013 0.494  0.13
H: -3.169 2.080 1.319  0.12
H: 4.753 -1.950 -0.890  0.04
H: 5.088 -1.515 0.532  0.02
O: 5.207 -1.259 -0.376  -0.06

Properties
strongest force on any atom = 0.0402 Eh/bohr
frontier orbital gap = 10.6 eV
molar mass = 106.121 u
SMILES = O=CCCCO.O
relative energy (zero: lowest compared OMol25 entry of this formula, charge and spin) = 1.703 eV
E_HOMO = -9.998 eV
electronic energy = -10451.541 eV

---

Molecular formula: C4H10O3
Method: DFT, wB97M-V/def2-TZVPD

Each line ends with the Löwdin charge.
Cartesian coordinates (Å):
O: -0.711 -1.653 2.152  0.04
C: -0.146 -0.583 1.972  -0.31
C: -0.222 0.087 0.758  -0.18
C: -1.587 -0.072 -0.079  -0.12
C: -1.151 0.283 -1.538  -0.28
O: -0.671 1.584 -1.470  -0.11
H: 0.332 0.018 2.821  0.14
H: -0.099 1.130 0.957  0.11
H: 0.620 -0.356 0.225  0.12
H: -2.011 -1.029 -0.019  0.09
H: -2.353 0.558 0.251  0.09
H: -2.117 0.439 -2.095  0.13
H: -0.286 -0.452 -1.927  0.16
H: 0.187 1.685 -1.008  0.09
H: 3.698 -1.209 -0.148  0.01
H: 3.335 0.023 -0.818  0.02
O: 3.182 -0.453 -0.033  0.00

Properties
strongest force on any atom = 0.0961 Eh/bohr
frontier orbital gap = 10.1 eV
molar mass = 106.121 u
SMILES = O=CCCCO.O
relative energy (zero: lowest compared OMol25 entry of this formula, charge and spin) = 2.521 eV
E_HOMO = -9.715 eV
electronic energy = -10450.722 eV

---

Molecular formula: C4H10O3Tl
Method: DFT, wB97M-V/def2-TZVPD

Each line ends with the Löwdin spin population.
Cartesian coordinates (Å):
O: 1.028 -1.398 -0.906  0.19
C: 2.039 -1.169 0.008  0.02
C: 1.917 0.048 0.916  0.00
O: 1.774 1.331 0.311  0.02
C: 0.535 1.859 0.129  0.03
H: 3.007 -1.094 -0.526  0.01
H: 2.104 -2.041 0.690  0.00
H: 2.815 0.129 1.543  0.00
H: 1.061 -0.102 1.599  0.00
H: -0.119 1.936 1.005  0.01
H: 0.544 2.660 -0.619  0.00
H: -0.874 0.472 -0.398  0.03
O: -1.717 -0.368 -0.697  0.13
C: -3.089 -0.124 -0.513  0.02
Tl: -0.654 -1.961 -1.044  0.54
H: -3.473 -0.609 0.394  0.00
H: -3.282 0.955 -0.493  0.00
H: -3.616 -0.523 -1.397  0.00

Properties
strongest force on any atom = 0.1961 Eh/bohr
frontier orbital gap (spin up / spin down) = 5.7 / 7.3 eV
molar mass = 310.504 u
net charge = +2
E_HOMO (spin up / spin down) = -17.692 / -19.244 eV
electronic energy = -15119.620 eV
multiplicity = 2
⟨S²⟩ = 0.756

---

Molecular formula: C4H10O4
Method: DFT, wB97M-V/def2-TZVPD

Each line ends with the Löwdin charge.
Cartesian coordinates (Å):
O: 2.608 0.971 0.420  0.12
C: 1.656 0.293 0.168  -0.51
O: 1.353 -0.083 -1.097  0.11
C: 0.693 -0.265 1.201  -0.05
C: -0.713 -0.478 0.634  -0.41
C: -1.680 -1.049 1.672  -0.03
O: -1.097 0.845 0.183  -0.02
H: 2.033 0.268 -1.672  0.12
H: 0.595 0.551 1.910  0.14
H: 1.163 -1.105 1.690  0.13
H: -0.674 -1.160 -0.217  0.13
H: -2.391 -0.323 2.078  0.09
H: -1.069 -1.482 2.461  0.08
H: -2.359 -1.816 1.300  0.08
H: -2.009 0.895 0.286  0.05
H: -1.071 0.243 -2.167  0.01
H: -2.369 -0.501 -2.056  0.02
O: -1.812 -0.077 -2.702  -0.05

Properties
strongest force on any atom = 0.0489 Eh/bohr
frontier orbital gap = 11.2 eV
molar mass = 122.120 u
SMILES = C[C@@H](O)CC(=O)O.O
relative energy (zero: lowest compared OMol25 entry of this formula, charge and spin) = 0.321 eV
E_HOMO = -10.638 eV
electronic energy = -12500.285 eV

---

Molecular formula: C4H10O5
Method: DFT, wB97M-V/def2-TZVPD

Each line ends with the Löwdin charge.
Cartesian coordinates (Å):
C: -0.287 -0.826 -1.294  -0.39
C: 0.697 0.717 -0.702  -0.14
C: -1.719 -0.357 -1.143  -0.07
O: -0.004 -1.954 -0.662  -0.11
O: -0.033 1.542 0.213  -0.13
H: -0.125 -1.764 0.463  0.09
H: -0.539 2.203 -0.274  0.11
H: 0.069 -0.852 -2.330  0.12
H: 1.763 0.698 -0.473  0.09
H: 0.661 1.178 -1.696  0.09
H: -1.901 0.563 -1.695  0.07
H: -2.377 -1.133 -1.537  0.08
H: -1.949 -0.212 -0.087  0.08
C: 1.215 -0.635 1.526  -0.29
O: 1.650 0.431 2.171  0.01
O: 0.601 1.158 2.824  0.04
O: 0.097 -1.154 1.647  0.08
H: 0.127 1.513 2.036  0.08
H: 2.054 -1.116 1.014  0.17

Properties
strongest force on any atom = 0.0672 Eh/bohr
frontier orbital gap = 9.1 eV
molar mass = 138.119 u
relative energy (zero: lowest compared OMol25 entry of this formula, charge and spin) = 5.842 eV
E_HOMO = -8.645 eV
electronic energy = -14542.583 eV